# 1
Below is 10 unconnected molecules or ions with the total composition C28H72N4O20, with properties calculated with wB97M-V/def2-TZVPD.

Structure (XYZ):
```
124
Properties=species:S:1:pos:R:3
C 3.673 -2.446 2.858
N 3.727 -1.079 3.437
O 2.793 -0.739 4.048
O 4.692 -0.374 3.212
H 2.932 -2.403 2.065
H 3.477 -3.120 3.677
H 4.618 -2.650 2.373
C 0.550 -1.810 -4.610
N 1.746 -2.358 -5.281
O 2.594 -2.784 -4.581
O 1.792 -2.340 -6.422
H -0.269 -2.010 -5.292
H 0.715 -0.732 -4.605
H 0.437 -2.179 -3.608
C -1.448 1.220 -5.971
N -0.749 0.747 -7.174
O 0.299 0.142 -7.044
O -1.276 0.951 -8.198
H -1.078 2.194 -5.692
H -1.380 0.481 -5.192
H -2.508 1.284 -6.229
C 2.996 2.598 3.412
N 3.537 3.018 2.079
O 3.842 4.207 1.929
O 3.795 2.132 1.287
H 2.367 1.707 3.347
H 2.403 3.380 3.859
H 3.854 2.288 4.008
C -0.692 -7.408 0.383
O -1.212 -6.220 0.094
C -1.985 -5.789 1.168
C -2.656 -4.531 0.791
O -3.154 -3.947 1.965
C -3.925 -2.841 1.689
H -0.161 -7.372 1.339
H -0.041 -7.660 -0.440
H -1.495 -8.150 0.464
H -1.323 -5.555 2.023
H -2.704 -6.548 1.510
H -3.406 -4.722 -0.002
H -1.907 -3.888 0.287
H -3.417 -2.131 1.028
H -4.163 -2.364 2.638
H -4.877 -3.147 1.224
C -3.655 5.064 0.610
O -4.022 4.256 -0.457
C -4.428 3.003 -0.061
C -5.837 2.992 0.521
O -5.826 3.417 1.859
C -7.076 3.208 2.588
H -3.319 4.517 1.508
H -4.545 5.563 1.055
H -2.948 5.832 0.328
H -3.695 2.596 0.667
H -4.320 2.325 -0.912
H -6.280 1.998 0.394
H -6.424 3.696 -0.108
H -7.548 2.235 2.359
H -7.820 4.002 2.388
H -6.885 3.191 3.665
C 0.450 -3.599 4.370
O 0.862 -4.855 4.703
C 0.285 -5.836 3.851
C 0.788 -7.171 4.268
O -0.009 -8.112 3.577
C 0.456 -9.397 3.753
H 1.043 -3.134 3.554
H 0.702 -2.973 5.224
H -0.597 -3.499 4.060
H 0.507 -5.616 2.792
H -0.812 -5.828 3.976
H 0.600 -7.285 5.347
H 1.857 -7.307 4.063
H 0.720 -9.579 4.804
H 1.354 -9.566 3.143
H -0.339 -10.066 3.453
C -0.830 0.449 -2.110
O 0.046 -0.271 -1.397
C 0.624 0.515 -0.400
C 1.528 -0.312 0.428
O 1.011 -1.293 1.331
C 0.172 -2.253 0.803
H -1.118 -0.189 -2.943
H -0.333 1.337 -2.532
H -1.731 0.786 -1.589
H -0.175 0.985 0.196
H 1.235 1.298 -0.872
H 2.231 0.298 0.996
H 2.197 -0.847 -0.293
H -0.026 -2.953 1.620
H 0.715 -2.836 0.042
H -0.773 -1.903 0.410
C 1.402 4.405 -4.299
O 1.325 3.437 -3.272
C 2.523 3.012 -2.858
C 2.813 1.688 -3.429
O 3.206 1.868 -4.735
C 3.559 0.713 -5.330
H 0.380 4.645 -4.561
H 1.911 3.988 -5.190
H 1.972 5.293 -4.001
H 2.512 2.978 -1.763
H 3.310 3.752 -3.063
H 1.870 1.090 -3.380
H 3.501 1.063 -2.833
H 4.179 0.083 -4.673
H 4.202 0.900 -6.187
H 2.670 0.162 -5.644
C 2.522 6.020 -0.677
O 1.438 6.859 -0.524
C 1.096 7.238 0.815
C 1.475 6.325 1.934
O 1.124 4.982 1.793
C -0.179 4.881 1.226
H 2.638 5.891 -1.751
H 2.458 5.070 -0.147
H 3.452 6.535 -0.369
H 0.043 7.509 0.881
H 1.674 8.173 0.954
H 1.000 6.692 2.860
H 2.546 6.352 2.140
H -0.891 5.484 1.807
H -0.539 3.841 1.239
H -0.219 5.131 0.152
```

Output
* total energy: -2833.12819 Eh
* LUMO level: 0.2 eV
* energy relative to the best compared isomer or geometry (same formula, charge and spin): 1475.15 kJ/mol
* highest occupied orbital energy: -9.310 eV
* SMILES: C[N+](=O)[O-].C[N+](=O)[O-].C[N+](=O)[O-].C[N+](=O)[O-].COCCOC.COCCOC.COCCOC.COCCOC.COCCOC.COCCOC

# 2
Below is a molecular structure, C4H6ClN2O2S, with properties calculated with wB97M-V/def2-TZVPD.

Structure (XYZ):
```
16
Properties=species:S:1:pos:R:3
C 0.535 -0.040 -0.034
C 1.806 -0.433 -0.040
C -1.764 -0.309 -0.335
C -1.713 1.059 0.123
N 2.779 0.546 -0.069
N -0.530 -0.972 0.240
O 2.336 1.699 -0.051
O 3.938 0.214 -0.036
S 0.042 1.607 0.151
Cl 2.339 -2.089 0.074
H -2.600 -0.760 0.113
H -1.925 -0.259 -1.360
H -2.205 1.663 -0.583
H -2.107 1.119 1.144
H -0.422 -1.750 -0.493
H -0.510 -1.295 1.155
```

Output
* total energy: -1273.95733 Eh
* LUMO level: -5.1 eV
* energy relative to the best compared isomer or geometry (same formula, charge and spin): 391.28 kJ/mol
* highest occupied orbital energy: -13.570 eV
* net charge: +1

# 3
Below is C16H24N2O4S in the gas phase, with properties calculated with wB97M-V/def2-TZVPD.

Structure (XYZ):
```
47
Properties=species:S:1:pos:R:3
C 4.651 5.748 -2.298
C 4.495 4.734 -3.428
O 3.198 4.177 -3.485
C 2.820 3.240 -2.572
C 3.648 2.641 -1.628
C 3.139 1.684 -0.769
C 1.804 1.303 -0.824
N 1.361 0.334 0.089
C 0.109 -0.167 0.269
O -0.854 0.171 -0.388
C 0.039 -1.211 1.383
C -0.232 -2.604 0.790
C -1.656 -2.703 0.247
N -2.633 -2.386 1.266
S -2.950 -3.591 2.387
O -2.481 -4.843 1.865
O -2.521 -3.217 3.709
C -4.767 -3.599 2.369
C -5.231 -3.946 0.975
C -2.455 -1.062 1.823
C -1.055 -0.864 2.404
C 0.974 1.897 -1.773
C 1.481 2.850 -2.629
H 5.646 6.185 -2.331
H 4.503 5.277 -1.329
H 3.913 6.539 -2.409
H 5.255 3.946 -3.353
H 4.616 5.234 -4.393
H 4.692 2.902 -1.548
H 3.797 1.229 -0.041
H 2.091 -0.016 0.694
H 1.000 -1.239 1.908
H 0.484 -2.823 -0.005
H -0.118 -3.350 1.580
H -1.859 -3.719 -0.089
H -1.800 -2.002 -0.580
H -5.081 -2.610 2.687
H -5.072 -4.337 3.106
H -4.795 -4.897 0.680
H -6.316 -4.024 0.930
H -4.901 -3.183 0.275
H -3.200 -0.930 2.609
H -2.635 -0.340 1.022
H -0.950 -1.524 3.267
H -0.943 0.170 2.736
H -0.062 1.611 -1.829
H 0.847 3.314 -3.367
```

Output
* total energy: -1432.75472 Eh
* LUMO level: 0.6 eV
* energy relative to the best compared isomer or geometry (same formula, charge and spin): 37.65 kJ/mol
* highest occupied orbital energy: -8.033 eV
* SMILES: CCOc1ccc(NC(=O)C2CCN(S(=O)(=O)CC)CC2)cc1

Among the records above, which one has the highest highest occupied orbital energy? C16H24N2O4S